C5H9N3 in the gas phase, computed with ωB97M-V/def2-TZVPD.

XYZ file:
```
17
Properties=species:S:1:pos:R:3
N -1.353 -1.257 -0.699
N 2.081 0.537 -0.030
N -0.575 -0.484 -1.513
C -0.173 0.864 -1.010
C 0.648 0.583 0.179
C 0.004 -0.436 1.072
C -1.125 -1.128 0.576
C 0.125 1.030 1.475
H 0.425 1.485 -1.691
H -1.120 1.428 -0.584
H 2.478 0.564 0.882
H 0.905 1.483 2.209
H -1.054 -0.522 -2.436
H 0.839 -0.945 1.547
H -1.833 -1.623 1.332
H 2.235 -0.465 -0.502
H -0.818 1.549 1.189
```

Computed properties:
- SMILES: N[C@@]12CNN=C[C@@H]1C2
- ΔE to the lowest compared entry with this formula, charge and spin: 327.04 kJ/mol
- Gap between HOMO and LUMO: 0.349 Ha